100
Properties=species:S:1:pos:R:3:forces:R:3 method="wB97M-V/def2-TZVPD" relative_energy_kcal_mol=17.5 lumo_ev=-2.88 total_charge=+1
Sc 0.3689 0.2898 0.8270 0.1 0.4 0.3
C -4.9990 1.0856 -0.7268 0.0 0.0 0.0
C -3.9268 0.5819 -1.4509 0.0 0.0 0.0
C -2.6253 0.8996 -1.0913 0.0 0.0 0.0
C -2.3545 1.7345 -0.0010 0.0 0.0 0.1
C -3.4446 2.2197 0.7334 -0.1 0.0 0.0
C -4.7456 1.9034 0.3688 0.1 0.0 0.0
N -1.0281 1.9474 0.4044 -0.2 0.1 -0.2
C -0.6412 3.1780 0.8413 0.2 0.0 0.0
C -1.2311 4.3985 0.4265 -0.1 0.0 0.0
C -0.7202 5.6078 0.8309 0.0 0.0 0.0
C 0.3999 5.6932 1.6763 0.0 0.1 0.0
C 0.9883 4.5390 2.1183 0.0 -0.2 0.1
C 0.4814 3.2940 1.7169 -0.3 0.3 -0.3
N 0.9741 2.0813 2.1461 0.0 -0.3 0.0
N 1.7865 2.0130 3.0906 0.0 0.3 0.0
C 1.9891 0.6835 3.5156 0.0 -0.3 0.0
C 2.8928 0.4520 4.5370 0.1 0.1 0.1
C 3.0461 -0.8413 5.0042 0.0 0.0 0.0
C 2.2812 -1.8538 4.4467 0.0 0.0 0.0
C 1.4038 -1.5281 3.4283 0.0 0.0 0.0
N 1.2582 -0.2909 2.9667 0.0 -0.1 0.1
H -6.0162 0.8489 -1.0116 0.0 0.0 0.0
H -4.1034 -0.0611 -2.3059 0.0 0.0 0.0
H -1.7859 0.4805 -1.6294 0.0 0.0 0.0
H -3.2579 2.8370 1.6056 0.0 0.0 0.0
H -5.5693 2.2966 0.9525 0.0 0.0 0.0
H -2.0940 4.3677 -0.2273 0.0 0.0 0.0
H -1.1915 6.5171 0.4772 0.0 0.0 0.0
H 0.7891 6.6580 1.9709 0.0 0.0 0.0
H 1.8498 4.5550 2.7726 0.0 0.0 0.0
H 3.4514 1.2845 4.9410 0.0 0.0 0.0
H 3.7512 -1.0592 5.7953 0.0 0.0 0.0
H 2.3686 -2.8776 4.7808 0.0 0.0 0.0
H 0.7994 -2.2923 2.9520 0.0 0.0 0.0
N -3.5366 -0.2030 3.4282 0.0 0.0 0.0
C -3.2708 -0.0869 4.8164 0.0 0.0 0.0
C -4.0116 -0.7857 5.7562 0.0 0.0 0.0
C -3.6993 -0.6479 7.1018 0.0 0.0 0.0
C -2.6312 0.1424 7.5000 0.0 0.0 0.1
C -1.8682 0.8100 6.5529 0.0 0.0 0.0
C -2.2136 0.7163 5.2141 0.0 0.0 -0.2
S -1.3753 1.6042 3.9435 0.1 0.0 0.0
N -1.4073 0.4472 2.6745 0.0 -0.1 0.1
C -2.4771 -0.2356 2.5446 0.0 0.0 0.0
C -2.5618 -1.1696 1.3892 0.0 0.0 0.0
C -3.7638 -1.7233 0.9809 -0.1 0.0 0.1
C -3.7678 -2.6530 -0.0432 0.0 0.0 0.0
C -2.5608 -3.0248 -0.6051 -0.1 0.0 0.0
C -1.4124 -2.3890 -0.1702 0.0 0.0 0.0
N -1.4012 -1.4540 0.7822 0.2 0.0 0.0
H -4.2887 -0.8380 3.2205 0.0 0.0 0.0
H -4.8313 -1.4223 5.4431 0.0 0.0 0.0
H -4.2879 -1.1735 7.8417 0.0 0.0 0.0
H -2.3900 0.2352 8.5504 0.0 0.0 0.0
H -1.0231 1.4212 6.8451 0.0 0.0 0.0
H -4.7001 -1.4112 1.4216 0.0 0.0 0.0
H -4.6985 -3.0857 -0.3856 0.0 0.0 0.0
H -2.5013 -3.7755 -1.3804 0.0 0.0 0.0
H -0.4598 -2.6404 -0.6099 0.0 0.0 0.0
C 5.4790 -3.4197 -3.6085 0.0 0.0 0.0
C 4.0938 -3.3739 -4.2311 0.1 0.0 0.0
C 4.1427 -2.8680 -5.6636 0.0 0.0 0.0
C 2.7643 -2.9524 -6.2947 0.0 0.0 0.0
C 1.7434 -2.2507 -5.4361 0.1 -0.1 -0.1
C 0.5769 -1.7785 -5.9892 0.0 0.0 0.0
C -0.3591 -1.1183 -5.1979 0.0 0.0 0.0
F -1.4898 -0.6797 -5.7723 0.0 0.0 0.0
C -0.1507 -0.9020 -3.8695 0.0 0.0 0.1
C 1.0359 -1.3643 -3.2811 0.0 0.0 0.0
C 1.2660 -1.1164 -1.8621 0.1 -0.1 -0.1
O 0.3654 -0.5346 -1.1866 0.0 0.1 0.0
C 2.4881 -1.5969 -1.3446 -0.2 0.2 0.2
C 3.3460 -2.2869 -2.1571 0.0 -0.1 -0.2
N 3.1451 -2.5259 -3.4559 0.0 0.0 0.1
C 1.9815 -2.0524 -4.0586 0.0 0.0 0.0
C 2.9424 -1.3517 0.0809 0.0 0.1 -0.3
O 3.8680 -2.0136 0.5185 0.0 0.1 0.1
O 2.3155 -0.4023 0.6746 -0.1 -0.5 0.1
H 6.1352 -3.9628 -4.2875 0.0 0.0 0.0
H 5.5015 -3.9428 -2.6542 0.0 0.0 0.0
H 5.8863 -2.4158 -3.4739 0.0 0.0 0.0
H 3.6757 -4.3857 -4.2381 0.0 0.0 0.0
H 4.8576 -3.4713 -6.2213 0.0 0.0 0.0
H 4.5053 -1.8357 -5.6676 0.0 0.0 0.0
H 2.4811 -4.0027 -6.4117 0.0 0.0 0.0
H 2.7641 -2.5137 -7.2925 0.0 0.0 0.0
H 0.3763 -1.9088 -7.0454 0.0 0.0 0.0
H -0.8813 -0.3880 -3.2629 0.0 0.0 0.0
H 4.2519 -2.6575 -1.7016 0.0 0.0 0.0
N 0.8760 3.1842 -3.6607 0.0 0.0 0.0
C 0.4609 2.7379 -2.3340 0.0 0.0 -0.1
C 1.6714 2.3477 -1.5037 -0.1 -0.1 0.0
O 2.8331 2.6491 -2.0440 0.0 0.1 0.0
O 1.5934 1.8119 -0.4202 0.4 0.1 -0.2
H 0.4242 4.0415 -3.9424 0.0 0.0 0.0
H 0.6938 2.4865 -4.3693 0.0 0.0 0.0
H 2.6016 3.0804 -2.9019 0.0 0.0 0.0
H -0.2285 1.8954 -2.3404 0.0 -0.1 0.0
H -0.0393 3.5384 -1.7877 0.0 0.0 0.0

94
Properties=species:S:1:pos:R:3:forces:R:3 method="wB97M-V/def2-TZVPD" relative_energy_kcal_mol=0.0 lumo_ev=3.71 total_charge=-2
Tl -0.5287 1.3019 1.2252 0.1 0.1 -0.3
C 2.3539 -0.4579 4.4699 0.0 0.0 0.0
C 1.8863 -1.6584 4.9999 0.0 0.0 0.0
C 0.8522 -2.3094 4.3720 0.0 0.0 0.0
C 0.2667 -1.7461 3.2187 0.1 0.1 0.2
N 0.7243 -0.5978 2.7174 -0.1 -0.1 0.1
C 1.7383 0.0179 3.3299 0.0 0.1 -0.1
N -0.7243 -2.4889 2.6230 0.1 -0.1 -0.1
C -1.7715 -2.0352 2.0171 -0.2 0.0 0.0
N -2.2738 -0.7774 1.8581 0.0 0.0 0.1
C -3.5356 -0.8931 1.3383 0.0 0.0 -0.1
N -4.4335 -0.0243 1.0106 0.1 0.0 0.1
C -4.3082 1.3487 1.1314 0.0 0.0 0.0
C -4.9119 2.1065 0.1098 0.1 0.0 0.0
C -4.8539 3.4758 0.1578 0.0 0.0 0.0
C -4.2265 4.0872 1.2417 0.0 0.0 0.0
C -3.7004 3.2709 2.2206 0.0 -0.1 0.0
N -3.7344 1.9354 2.1853 0.1 0.0 -0.1
C -3.8512 -2.3342 1.0913 0.0 0.1 -0.1
C -4.9538 -2.9595 0.5436 0.0 0.0 0.0
C -4.8988 -4.3424 0.3966 0.0 0.0 0.0
C -3.7672 -5.0604 0.7851 0.0 0.0 0.0
C -2.6645 -4.4146 1.3367 0.0 0.0 0.0
C -2.7364 -3.0428 1.4772 0.0 0.0 0.0
H 3.1800 0.0827 4.9110 0.0 0.0 0.0
H 2.3369 -2.0819 5.8912 0.0 0.0 0.0
H 0.4593 -3.2503 4.7329 0.0 0.0 0.0
H 2.0676 0.9440 2.8643 0.0 0.0 0.0
H -5.3666 1.5744 -0.7133 0.0 0.0 0.0
H -5.2777 4.0704 -0.6433 0.0 0.0 0.0
H -4.1403 5.1628 1.3191 0.0 0.0 0.0
H -3.2065 3.6971 3.0888 0.0 0.0 0.0
H -5.8143 -2.3802 0.2346 0.0 0.0 0.0
H -5.7398 -4.8716 -0.0371 0.0 0.0 0.0
H -3.7473 -6.1356 0.6460 0.0 0.0 0.0
H -1.7758 -4.9521 1.6419 0.0 0.0 0.0
S 2.6782 2.8096 0.4395 -0.1 -0.1 0.0
P 2.4641 1.0906 -0.5896 0.4 -0.1 -0.1
C 1.0109 0.3216 -0.8386 -0.3 0.3 0.3
P -0.1109 0.6550 -2.0185 -0.2 -0.2 -0.2
S -2.0115 1.0127 -1.4425 0.0 0.1 -0.1
C 0.3738 1.9974 -3.1872 0.0 0.0 0.0
C 1.0945 1.7745 -4.3575 -0.1 0.0 0.0
C 1.4994 2.8354 -5.1575 0.0 0.0 0.0
C 1.2107 4.1390 -4.7820 0.0 0.0 0.0
C 0.5151 4.3738 -3.6020 0.0 0.0 0.0
C 0.0956 3.3120 -2.8164 0.0 0.0 0.0
C -0.2886 -0.8013 -3.1451 0.1 0.0 0.0
C 0.2070 -2.0276 -2.7185 0.1 0.1 0.0
C 0.0308 -3.1702 -3.4886 0.0 -0.1 0.0
C -0.6289 -3.0963 -4.7071 0.0 0.0 0.0
C -1.1254 -1.8730 -5.1433 0.0 0.0 0.0
C -0.9642 -0.7389 -4.3614 -0.1 0.0 0.0
C 3.5676 -0.1461 0.2346 0.0 0.1 0.0
C 3.0510 -1.3564 0.6746 0.0 -0.1 -0.1
C 3.8672 -2.2849 1.3122 0.0 0.0 0.0
C 5.2137 -2.0148 1.5022 0.0 0.0 0.0
C 5.7426 -0.8083 1.0513 0.0 0.0 0.0
C 4.9224 0.1178 0.4276 0.0 0.1 0.0
C 3.4294 1.2860 -2.1634 0.0 -0.1 0.0
C 3.5584 0.1703 -2.9909 0.0 0.0 0.0
C 4.2643 0.2465 -4.1802 0.0 0.0 0.0
C 4.8455 1.4508 -4.5669 0.0 0.0 0.0
C 4.7123 2.5667 -3.7551 0.0 0.0 0.0
C 4.0101 2.4828 -2.5569 0.0 0.0 0.0
H 1.3496 0.7629 -4.6469 0.0 0.0 0.0
H 2.0600 2.6405 -6.0647 0.0 0.0 0.0
H 1.5381 4.9690 -5.3981 0.0 0.0 0.0
H 0.2996 5.3894 -3.2906 0.0 0.0 0.0
H -0.4624 3.4885 -1.9039 0.0 0.0 0.0
H 0.7376 -2.0550 -1.7722 0.0 0.0 0.0
H 0.4109 -4.1217 -3.1342 0.0 0.0 0.0
H -0.7597 -3.9854 -5.3137 0.0 0.0 0.0
H -1.6488 -1.8055 -6.0907 0.0 0.0 0.0
H -1.3865 0.2046 -4.6876 0.0 0.0 0.0
H 1.9977 -1.5481 0.5003 0.0 0.0 0.0
H 3.4431 -3.2181 1.6649 0.0 0.0 0.0
H 5.8512 -2.7379 1.9989 0.0 0.0 0.0
H 6.7953 -0.5895 1.1933 0.0 0.0 0.0
H 5.3285 1.0661 0.0924 0.0 0.0 0.0
H 3.0800 -0.7577 -2.6936 0.0 0.0 0.0
H 4.3555 -0.6295 -4.8126 0.0 0.0 0.0
H 5.3914 1.5168 -5.5015 0.0 0.0 0.0
H 5.1488 3.5121 -4.0579 0.0 0.0 0.0
H 3.8979 3.3442 -1.9083 0.0 0.0 0.0
C -1.5598 1.2033 6.8414 0.0 0.0 0.0
Te -1.9278 1.2882 4.7265 -0.1 0.0 0.1
C -3.6896 0.1155 4.9336 0.0 0.0 0.0
H -1.3673 0.1775 7.1508 0.0 0.0 0.0
H -2.4203 1.6000 7.3783 0.0 0.0 0.0
H -0.6861 1.8131 7.0671 0.0 0.0 0.0
H -4.3840 0.6126 5.6087 0.0 0.0 0.0
H -3.4252 -0.8694 5.3130 0.0 0.0 0.0
H -4.1254 0.0272 3.9413 0.0 0.0 0.0

Number 1: HOMO level -9.10 eV. Number 2: HOMO level -1.46 eV.